# 1
67
Properties=species:S:1:pos:R:3:lowdin_charge:R:1 method="wB97M-V/def2-TZVPD" e_tot_ev=-73871.0688 charge=-1 homo_lumo_gap_ev=6.8 e_homo_ha=-0.158 lumo_ev=2.5
N -2.083 4.317 1.121 0.016
C -2.534 3.430 0.058 -0.258
C -3.436 2.315 0.597 -0.449
O -4.409 1.983 -0.422 -0.075
C -2.682 1.079 1.042 -0.167
Al -1.487 1.040 2.639 0.003
P -0.442 -1.184 2.531 0.384
O -0.969 -1.747 1.021 -0.552
I -1.993 -2.407 4.010 0.324
O -2.173 1.070 4.272 -0.243
C -1.088 1.348 5.119 -0.263
C 0.101 2.029 4.328 -0.385
C 1.408 1.191 4.353 -0.166
C 2.294 1.397 3.118 -0.209
C 3.093 0.166 2.648 -0.253
C 2.785 -0.227 1.207 -0.492
S 3.677 0.706 -0.075 0.959
C 2.852 2.240 -0.101 -0.705
N 3.091 3.286 0.595 0.067
N 2.177 4.256 0.192 0.071
C 1.464 3.707 -0.715 -0.203
O 1.822 2.437 -0.977 0.022
O -0.348 2.334 3.029 -0.174
H -1.659 5.161 0.760 0.060
H -2.853 4.575 1.725 0.067
H -3.117 3.949 -0.715 0.104
H -1.658 2.978 -0.425 0.100
H -4.041 2.723 1.413 0.137
H -3.929 1.485 -1.095 0.077
H -3.418 0.287 1.234 0.071
H -2.078 0.734 0.187 0.055
H -1.834 -2.168 1.083 -0.009
H -0.732 0.435 5.627 0.091
H -1.422 2.034 5.910 0.104
H 0.310 2.976 4.843 0.131
H 1.980 1.499 5.235 0.110
H 1.185 0.129 4.510 0.074
H 1.658 1.740 2.303 0.076
H 2.982 2.225 3.301 0.108
H 4.169 0.349 2.724 0.097
H 2.852 -0.690 3.285 0.096
H 3.074 -1.261 1.002 0.071
H 1.712 -0.169 1.017 0.038
H 0.651 4.151 -1.262 0.127
C 1.715 -0.237 -3.871 -0.118
O 1.552 -1.525 -3.330 -0.193
C 0.778 -1.561 -2.138 -0.187
C -0.204 -2.708 -2.132 -0.170
O -1.271 -2.579 -3.065 -0.117
C -1.016 -2.804 -4.435 -0.194
C -0.799 -4.253 -4.816 -0.207
O 0.460 -4.736 -4.386 -0.193
C 0.446 -6.060 -3.915 -0.121
H 2.464 0.343 -3.320 0.074
H 2.047 -0.353 -4.903 0.083
H 0.772 0.322 -3.866 0.088
H 0.236 -0.619 -2.005 0.126
H 1.452 -1.682 -1.282 0.120
H -0.677 -2.693 -1.152 0.103
H 0.314 -3.663 -2.243 0.121
H -0.198 -2.185 -4.811 0.118
H -1.935 -2.491 -4.941 0.126
H -0.854 -4.326 -5.912 0.123
H -1.608 -4.859 -4.391 0.123
H -0.391 -6.233 -3.230 0.087
H 1.378 -6.223 -3.374 0.087
H 0.384 -6.785 -4.736 0.084

---

# 2
71
Properties=species:S:1:pos:R:3:lowdin_charge:R:1 method="wB97M-V/def2-TZVPD" e_tot_ev=-105382.3660 charge=+1 homo_lumo_gap_ev=7.6 de_lowest_kj_mol=0.0 e_homo_ha=-0.390 lumo_ev=-3.1
O 1.128 2.583 4.859 -0.038
C 1.222 2.272 3.491 -0.304
C 2.750 2.276 3.169 -0.319
S 3.035 3.487 1.784 1.051
H 0.310 3.050 5.014 0.101
H 0.748 1.315 3.255 0.111
H 0.734 3.034 2.872 0.095
H 3.280 2.716 4.019 0.100
H 3.158 1.298 2.915 0.099
H 2.854 4.684 2.437 0.033
H 1.887 3.410 1.029 0.007
C 6.819 2.433 -0.140 -0.258
S 5.427 1.961 -1.184 0.762
O 5.099 0.538 -0.877 -0.546
C 6.358 1.988 -2.725 -0.252
H 6.481 2.444 0.895 0.039
H 7.625 1.708 -0.253 0.064
H 7.162 3.428 -0.422 0.060
H 7.196 1.295 -2.660 0.063
H 6.717 3.001 -2.914 0.059
H 5.692 1.682 -3.530 0.055
C 1.409 6.398 -2.858 -0.245
S 1.834 5.113 -1.673 0.792
O 2.708 5.728 -0.623 -0.595
C 2.912 4.171 -2.767 -0.264
H 0.765 7.120 -2.360 0.057
H 2.317 6.893 -3.204 0.064
H 0.874 5.952 -3.696 0.061
H 3.732 4.794 -3.128 0.067
H 2.334 3.782 -3.606 0.066
H 3.303 3.361 -2.165 -0.014
C -3.604 -0.113 1.388 -0.252
S -2.108 0.702 1.964 0.801
O -2.132 2.115 1.470 -0.581
C -0.984 -0.215 0.897 -0.260
H -4.454 0.334 1.901 0.055
H -3.709 0.029 0.312 0.056
H -3.546 -1.175 1.630 0.044
H -1.266 -0.070 -0.147 0.057
H -1.026 -1.274 1.161 0.030
H 0.026 0.162 1.057 0.033
C -3.189 -5.170 2.677 -0.275
S -1.691 -4.354 3.240 0.837
O -1.731 -2.943 2.739 -0.590
C -0.575 -5.271 2.166 -0.262
H -4.038 -4.722 3.193 0.054
H -3.301 -5.034 1.601 0.051
H -3.133 -6.229 2.916 0.028
H -0.864 -5.125 1.125 0.057
H -0.617 -6.329 2.423 0.055
H 0.435 -4.895 2.323 0.047
C -3.777 2.344 -3.640 -0.270
S -3.373 4.013 -3.091 0.810
O -2.124 4.420 -3.799 -0.573
C -2.900 3.546 -1.417 -0.283
H -4.062 2.391 -4.689 0.050
H -2.906 1.698 -3.526 0.054
H -4.613 1.963 -3.052 0.052
H -2.086 2.822 -1.456 0.046
H -3.756 3.121 -0.894 0.050
H -2.566 4.440 -0.895 0.050
C -4.123 -7.427 -0.864 -0.269
S -3.888 -8.606 0.479 0.834
O -3.046 -7.933 1.513 -0.572
C -2.812 -9.720 -0.439 -0.265
H -4.742 -6.611 -0.496 0.047
H -3.157 -7.037 -1.187 0.057
H -4.628 -7.920 -1.694 0.055
H -1.933 -9.180 -0.789 0.059
H -3.361 -10.139 -1.283 0.056
H -2.506 -10.523 0.228 0.052

---

# 3
64
Properties=species:S:1:pos:R:3:lowdin_spin:R:1 method="wB97M-V/def2-TZVPD" e_tot_ev=-53470.3064 charge=0 multiplicity=4 homo_lumo_gap_ev="8.5 / 8.6" e_homo_ha="-0.316 / -0.318" lumo_ev="-0.1 / 0.0"
C 0.190 -0.193 2.772 -0.003
C -1.034 0.348 2.247 -0.006
C -1.573 -0.588 1.303 -0.002
H -1.462 1.313 2.500 0.000
C -0.688 -1.740 1.261 -0.005
C 0.396 -1.491 2.174 -0.004
H -0.761 -2.575 0.571 0.000
C 1.876 2.186 0.100 -0.003
C 0.744 2.573 0.889 -0.001
C -0.434 2.420 0.089 -0.002
H 0.773 2.892 1.927 0.001
C -0.064 1.917 -1.219 -0.008
C 1.399 1.774 -1.202 -0.008
H -2.479 -0.476 0.712 0.000
H 1.292 -2.101 2.262 0.000
H 0.863 0.306 3.468 0.000
H 1.995 1.303 -1.976 0.000
H -1.454 2.611 0.408 0.000
H 2.904 2.102 0.437 0.000
Nd 0.651 0.087 0.330 3.045
C -0.950 1.616 -2.379 -0.001
C -0.266 2.169 -3.615 0.000
C -2.309 2.261 -2.164 0.000
H -0.082 3.245 -3.483 0.000
H -0.902 2.023 -4.492 0.000
H 0.697 1.681 -3.796 0.000
H -2.201 3.352 -2.077 0.000
H -2.804 1.888 -1.259 0.000
H -2.954 2.052 -3.027 0.000
C -1.107 0.077 -2.455 0.000
C -1.870 -0.483 -3.657 0.000
H -1.619 -0.279 -1.545 0.000
H -0.108 -0.405 -2.458 0.000
O -2.098 0.126 -4.701 0.000
N -2.303 -1.764 -3.495 0.000
C -2.280 -2.563 -2.275 0.000
H -2.858 -2.111 -4.267 0.000
C -3.422 -2.324 -1.322 0.000
C -3.516 -3.121 -0.181 0.000
H -2.759 -3.883 0.001 0.000
C -4.554 -2.942 0.726 0.000
H -4.612 -3.573 1.609 0.000
C -5.511 -1.952 0.508 0.000
H -6.321 -1.808 1.218 0.000
C -5.421 -1.145 -0.621 0.000
H -6.158 -0.368 -0.804 0.000
C -4.379 -1.330 -1.538 0.000
H -4.321 -0.703 -2.426 0.000
H -1.327 -2.390 -1.745 0.000
H -2.270 -3.619 -2.575 0.000
O 3.919 -0.697 0.192 0.001
C 3.714 -0.211 1.285 0.000
O 2.560 0.179 1.720 -0.004
C 4.863 0.060 2.257 0.000
C 4.652 0.759 3.464 0.000
C 5.709 1.041 4.325 0.000
C 7.004 0.628 4.004 0.000
C 7.233 -0.069 2.811 0.000
C 6.177 -0.347 1.945 0.000
H 3.647 1.097 3.730 0.000
H 5.525 1.589 5.251 0.000
H 7.830 0.851 4.679 0.000
H 8.246 -0.389 2.563 0.000
H 6.374 -0.886 1.014 0.000